A cluster of 2 separate species, C21H47N2O5PS in total. Source: the OMol25 dataset; level of theory: ωB97M-V with the def2-TZVPD basis set.

Each atom is followed by the atoms it is bonded to, with distances in Å.
Atoms and positions in Å:
1 C 1.063 -0.961 4.871  C2 1.536, H20 1.089, H21 1.091, H22 1.091
2 C 0.455 -1.159 3.475  C1 1.536, C3 1.529, H23 1.092, H24 1.094
3 C 1.343 -0.612 2.357  C2 1.529, C4 1.534, H25 1.096, H26 1.091
4 C 1.633 0.893 2.410  C3 1.534, C5 1.528, H27 1.092, H28 1.094
5 C 0.409 1.795 2.566  C4 1.528, C6 1.542, H29 1.093, H30 1.090
6 C -0.459 1.812 1.292  C5 1.542, C7 1.538, H31 1.093, H32 1.093
7 C -1.687 0.888 1.362  C6 1.538, P8 1.780, H33 1.097, H34 1.094
8 P -2.856 1.166 0.050  C7 1.780, N9 1.652, C10 1.784, O17 1.565
9 N -2.177 1.119 -1.456  P8 1.652, H35 1.016, H36 1.016
10 C -4.134 -0.078 0.099  P8 1.784, C11 1.545, H37 1.093, H38 1.095
11 C -5.154 0.068 -1.053  C10 1.545, C12 1.522, H39 1.092, H40 1.088
12 C -6.604 0.086 -0.588  C11 1.522, S13 1.790, H41 1.091, H42 1.089
13 S -7.123 -1.204 0.540  C12 1.790, O14 1.418, O15 1.436, O16 1.603
14 O -8.426 -1.616 0.160  S13 1.418
15 O -6.788 -0.787 1.872  S13 1.436
16 O -6.130 -2.413 0.193  S13 1.603, H43 0.961
17 O -3.489 2.597 0.099  P8 1.565, C18 1.469
18 C -3.799 3.340 1.328  O17 1.469, C19 1.516, H44 1.086, H45 1.089
19 C -4.945 2.723 2.106  C18 1.516, H46 1.090, H47 1.090, H48 1.090
20 H 0.948 -1.850 5.490  C1 1.089
21 H 2.131 -0.745 4.806  C1 1.091
22 H 0.598 -0.138 5.416  C1 1.091
23 H 0.287 -2.222 3.291  C2 1.092
24 H -0.535 -0.694 3.441  C2 1.094
25 H 0.922 -0.871 1.379  C3 1.096
26 H 2.305 -1.123 2.413  C3 1.091
27 H 2.356 1.107 3.200  C4 1.092
28 H 2.132 1.170 1.477  C4 1.094
29 H -0.193 1.486 3.425  C5 1.093
30 H 0.743 2.811 2.778  C5 1.090
31 H -0.779 2.834 1.070  C6 1.093
32 H 0.159 1.495 0.448  C6 1.093
33 H -1.387 -0.161 1.250  C7 1.097
34 H -2.197 0.949 2.328  C7 1.094
35 H -1.472 0.397 -1.574  N9 1.016
36 H -1.770 2.006 -1.736  N9 1.016
37 H -3.641 -1.052 0.086  C10 1.093
38 H -4.612 0.022 1.080  C10 1.095
39 H -4.996 1.017 -1.570  C11 1.092
40 H -4.990 -0.713 -1.791  C11 1.088
41 H -6.820 1.006 -0.044  C12 1.091
42 H -7.292 0.020 -1.429  C12 1.089
43 H -5.591 -2.594 0.967  O16 0.961
44 H -4.037 4.336 0.967  C18 1.086
45 H -2.881 3.399 1.910  C18 1.089
46 H -4.610 2.017 2.865  C19 1.090
47 H -5.503 3.508 2.618  C19 1.090
48 H -5.649 2.222 1.441  C19 1.090
49 C 3.214 0.024 -4.085  C50 1.529, H60 1.092, H61 1.090, H62 1.085
50 C 3.950 0.309 -2.775  C49 1.529, C51 1.535, N55 1.506, C59 1.525
51 C 5.442 -0.033 -2.892  C50 1.535, C52 1.525, H63 1.094, H64 1.093
52 C 5.713 -1.532 -2.954  C51 1.525, C53 1.525, H65 1.093, H66 1.091
53 C 5.100 -2.250 -1.756  C52 1.525, C54 1.535, H67 1.093, H68 1.094
54 C 3.599 -1.979 -1.588  C53 1.535, N55 1.509, C57 1.531, C58 1.524
55 N 3.383 -0.487 -1.630  C50 1.506, C54 1.509, O56 1.284
56 O 3.438 0.099 -0.489  N55 1.284
57 C 2.777 -2.698 -2.660  C54 1.531, H69 1.091, H70 1.090, H71 1.086
58 C 3.128 -2.459 -0.221  C54 1.524, H72 1.086, H73 1.091, H74 1.090
59 C 3.769 1.789 -2.453  C50 1.525, H75 1.091, H76 1.091, H77 1.086
60 H 2.137 0.155 -3.958  C49 1.092
61 H 3.556 0.744 -4.830  C49 1.090
62 H 3.394 -0.966 -4.489  C49 1.085
63 H 5.961 0.394 -2.028  C51 1.094
64 H 5.834 0.465 -3.782  C51 1.093
65 H 5.339 -1.952 -3.892  C52 1.093
66 H 6.791 -1.701 -2.957  C52 1.091
67 H 5.245 -3.331 -1.832  C53 1.093
68 H 5.610 -1.920 -0.846  C53 1.094
69 H 1.768 -2.287 -2.721  C57 1.091
70 H 2.699 -3.750 -2.384  C57 1.090
71 H 3.223 -2.662 -3.649  C57 1.086
72 H 3.743 -2.056 0.578  C58 1.086
73 H 3.165 -3.549 -0.182  C58 1.091
74 H 2.099 -2.138 -0.056  C58 1.090
75 H 2.717 2.021 -2.278  C59 1.091
76 H 4.115 2.372 -3.307  C59 1.091
77 H 4.334 2.082 -1.573  C59 1.086

## Properties
- Total charge: +1
- HOMO energy (spin up / spin down): -10.1 / -11.4 eV
- Multiplicity: 2
- Frontier orbital gap (spin up / spin down): 7.5040 / 8.8283 eV
- Lowest unoccupied orbital energy (spin up / spin down): -2.61 / -2.62 eV

Atom charges from the Mulliken analysis, given in e for atoms 1 to 2: -1.343 -0.416

=====

The molecule C3H4N4 at a distorted geometry. Source: the OMol25 dataset; level of theory: ωB97M-V with the def2-TZVPD basis set.

Each atom is followed by the atoms it is bonded to, with distances in Å.
Atoms and positions in Å:
1 C 0.484 -0.328 0.262  C2 1.441, C3 1.381, N9 1.371
2 C 0.708 -0.748 -1.098  C1 1.441, H5 1.141, N10 1.330
3 C -0.423 0.678 -0.008  C1 1.381, H7 1.119, N11 1.267
4 H -0.885 -0.467 2.318  N8 1.190
5 H 1.167 -1.791 -1.141  C2 1.141
6 H -0.841 1.967 -1.701  N11 1.175
7 H -0.951 1.320 0.741  C3 1.119
8 N 0.274 -0.715 2.426  H4 1.190, N9 1.287
9 N 1.028 -0.875 1.395  C1 1.371, N8 1.287
10 N 0.079 0.050 -1.957  C2 1.330, N11 1.330
11 N -0.638 0.907 -1.235  C3 1.267, H6 1.175, N10 1.330

## Properties
- Structure (SMILES): [H]/N=N\c1cn[nH]c1
- HOMO energy: -9.4 eV
- Energy above the lowest of the compared OMol25 structures with the same formula, charge and spin: 117.3 kcal/mol
- Frontier orbital gap: 9.3271 eV
- Lowest unoccupied orbital energy: -0.11 eV

Atom charges from the natural (NBO) analysis, given in e for atoms 1 to 2: -0.082 -0.023